The following is a quantum chemistry calculation of a structure of composition C33H26BrClIMoN3O4S2, from OMol25.

Structure (XYZ):
```
72
Properties=species:S:1:pos:R:3:lowdin_charge:R:1
I -2.09 -1.69 -1.59 1.1132
Mo -1.15 -0.82 1.01 1.4775
Br -4.68 -1.18 0.70 0.8745
Cl 2.05 -4.57 6.50 0.7501
S 3.08 -1.28 0.22 1.0206
S -0.62 3.27 -0.10 1.2617
O 1.92 -0.17 0.68 -0.5855
O -0.55 -2.73 1.08 -0.2677
O -0.62 -0.87 2.82 -0.2493
O 0.49 2.14 -0.15 -0.4261
N -1.65 0.88 0.71 -0.2186
N -5.12 1.27 1.46 0.0868
N -3.43 5.27 0.10 0.2391
C -3.31 -3.19 -0.82 -0.7132
C -4.27 1.95 1.11 -0.1688
C 0.91 -2.21 5.80 -0.0180
C -1.59 4.04 -4.40 -0.0179
C -1.01 3.54 -1.78 -0.4189
C -5.19 -3.93 0.44 -0.1036
C -3.34 4.15 0.38 -0.1763
C 2.90 0.14 -3.55 -0.0739
C -4.37 -2.90 0.03 -0.7285
C 4.87 -0.49 -1.69 -0.0930
C 4.24 0.34 -3.86 -0.0606
C 3.37 1.79 1.15 -0.1639
C 0.07 -3.44 1.94 -0.0946
C -3.03 -4.49 -1.22 -0.1454
C 1.27 -3.51 5.39 -0.6472
C -1.33 2.47 -2.61 -0.0538
C 1.00 -3.91 4.12 -0.0180
C -1.61 2.73 -3.93 -0.0333
C 2.70 2.99 0.50 -0.1552
C -4.94 -5.23 0.03 -0.0408
C -1.96 2.16 0.47 -0.4319
C 2.54 -0.38 -2.32 -0.1245
C 1.82 2.61 -0.66 -0.1412
C 2.40 0.76 1.70 -0.2589
C -3.85 -5.52 -0.78 -0.0531
C -3.16 2.75 0.66 -0.1954
C 5.22 0.01 -2.93 -0.0546
C 0.27 -1.33 4.95 0.0287
C 0.34 -3.02 3.23 -0.1300
C 3.52 -0.68 -1.38 -0.5319
C -1.27 5.10 -3.56 -0.0277
C -0.02 -1.73 3.66 -0.2688
C -0.97 4.86 -2.23 -0.0619
H 2.11 3.55 1.24 0.1261
H -6.03 -3.71 1.09 0.1140
H -1.25 6.11 -3.94 0.1271
H -1.86 1.92 -4.60 0.1215
H 1.12 -1.92 6.82 0.1283
H -1.36 1.46 -2.22 0.0803
H 6.27 0.17 -3.17 0.1173
H -0.73 5.67 -1.55 0.1259
H 2.21 1.76 -1.22 0.1042
H 2.87 0.19 2.49 0.1118
H -1.82 4.24 -5.44 0.1260
H 1.27 -4.91 3.79 0.1341
H 0.33 -4.45 1.63 0.1603
H -3.63 -6.54 -1.08 0.1206
H 4.52 0.75 -4.82 0.1145
H 2.13 0.38 -4.28 0.1089
H -2.19 -4.70 -1.87 0.1025
H 4.00 2.14 1.97 0.1321
H 3.47 3.67 0.13 0.1346
H 1.50 -0.55 -2.07 0.0943
H 4.03 1.30 0.43 0.1043
H 5.63 -0.74 -0.96 0.1143
H -0.01 -0.34 5.27 0.1374
H -5.60 -6.03 0.35 0.1231
H 1.67 3.43 -1.37 0.1228
H 1.50 1.22 2.09 0.1135
```

Calculated values
* calculated total energy: -161476.4745 eV
* charge: +2
* LUMO (spin up / spin down): -7.5 / -7.1 eV
* expectation value of S²: 2.071
* HOMO-LUMO gap (spin up / spin down): 5.86 / 6.22 eV
* HOMO (spin up / spin down): -13.3 / -13.3 eV
* multiplicity: 3
* max |F|: 0.0406 hartree/bohr
* ΔE to the lowest compared entry with this formula, charge and spin: 36.1 kcal per mole